1.
69
Properties=species:S:1:pos:R:3:forces:R:3:lowdin_charge:R:1 method="wB97M-V/def2-TZVPD" e_above_lowest_kj_mol=7.7 max_force_ha_per_bohr=0.1222 charge=-1 homo_energy_ha="-0.0415 / -0.0416" total_energy_ev=-52327.6573 gap_ev="3.6 / 3.6"
In -0.7760 -0.0536 0.0473 -0.696 -0.371 3.259 0.653
Cl -3.1010 1.2246 2.7825 -1.184 0.520 0.500 0.262
N 0.0850 2.0630 -0.5103 -0.462 1.770 -1.577 0.111
N -0.0551 -2.2092 -0.3345 -1.094 -0.985 -0.936 0.101
C -0.7617 2.8325 -1.1572 1.096 -1.602 1.375 -0.352
C -0.7150 -2.9684 -1.1865 1.293 1.737 1.493 -0.346
C 1.1919 2.9313 -0.0482 -0.231 -0.049 0.242 -0.553
C 0.5401 4.3068 -0.0903 -0.746 0.632 0.117 -0.049
C 2.3493 2.9202 -1.0356 0.277 -0.210 -0.287 -0.030
C 1.6563 2.5167 1.3391 0.035 0.229 0.083 -0.034
H 2.0127 3.2479 -2.0295 0.092 -0.146 0.158 0.085
H 2.7924 1.9171 -1.1162 -0.139 0.270 -0.033 0.089
H 3.1215 3.6252 -0.6872 -0.153 -0.248 -0.097 0.088
H 0.7917 2.4006 2.0004 0.184 -0.147 -0.055 0.066
H 2.3237 3.2925 1.7389 -0.014 -0.171 0.009 0.088
H 2.2044 1.5619 1.2970 -0.283 0.299 0.069 0.084
C 0.8569 -3.0575 0.4646 -0.215 0.571 -0.043 -0.552
C 0.7553 -4.3959 -0.2551 -0.245 -0.509 -0.721 -0.052
C 0.3456 -3.1372 1.8911 -0.145 -0.265 0.381 -0.039
C 2.2674 -2.4862 0.4151 0.233 -0.042 0.003 -0.030
H 2.5933 -2.4284 -0.6296 0.067 0.074 0.144 0.085
H 2.9460 -3.1577 0.9642 -0.085 0.237 -0.139 0.088
H 2.3206 -1.4835 0.8699 -0.158 -0.361 -0.092 0.082
H -0.6105 -3.6860 1.9031 0.235 0.208 0.109 0.100
H 0.1817 -2.1272 2.3086 0.040 -0.276 -0.219 0.037
H 1.0817 -3.6798 2.5103 -0.264 0.102 -0.116 0.091
O -0.3487 -4.2322 -1.2211 0.681 -1.326 0.441 0.030
H 0.4985 -5.2390 0.3960 0.032 0.226 -0.132 0.128
H 1.6535 -4.6406 -0.8376 -0.197 0.038 0.078 0.126
O -0.6037 4.1334 -1.0158 0.833 1.057 0.258 0.037
H 1.1609 5.1164 -0.5057 -0.177 -0.389 0.157 0.130
H 0.1404 4.6136 0.8926 -0.002 -0.138 -0.431 0.140
C -1.8786 2.3442 -2.0142 -0.084 -1.471 1.359 -0.050
C -1.7771 -2.5262 -2.1123 -0.171 1.135 1.120 -0.074
C -1.3142 -1.2465 -2.7907 1.456 0.541 -1.081 -0.162
H -2.6499 -2.2008 -1.4677 0.655 -0.377 -0.335 0.130
H -2.0937 -3.3227 -2.7600 0.074 -0.324 -0.344 0.109
C -1.2908 -0.0789 -1.9289 -0.196 0.049 -6.282 -0.183
C -1.3851 1.0966 -2.7472 1.338 0.046 -1.595 -0.171
H -2.3814 -0.3612 0.4150 -2.933 -1.626 -0.847 -0.060
C -0.8492 1.2009 -4.1255 -1.492 -1.953 3.002 -0.218
C -0.5020 -0.0170 -4.7498 -0.076 -0.073 0.495 -0.044
C -0.6052 2.5463 -4.7137 -0.422 0.015 0.484 -0.062
C -0.7586 -1.2743 -4.1615 -1.568 1.784 2.986 -0.218
H -0.0206 0.0155 -5.7185 0.097 0.002 -0.200 0.093
C -0.4249 -2.5913 -4.7750 -0.442 0.054 0.505 -0.063
H 0.0612 -2.4208 -5.7132 0.294 -0.175 -0.667 0.062
H -1.3317 -3.1848 -4.9078 0.068 -0.102 -0.252 0.078
H 0.2291 -3.1609 -4.1089 0.069 -0.025 -0.159 0.080
H -1.5277 3.1371 -4.7194 0.142 0.015 -0.242 0.079
H -0.2255 2.4224 -5.7078 0.211 0.223 -0.654 0.063
H 0.1163 3.1002 -4.1078 0.087 0.064 -0.107 0.075
H -2.2920 3.1303 -2.6171 -0.016 0.350 -0.309 0.109
H -2.6878 1.9613 -1.3121 0.745 0.652 -0.686 0.151
C 1.2036 -0.4587 4.5344 0.328 0.121 0.264 -0.087
C -0.1953 0.0856 4.3070 -0.592 -0.133 -0.920 -0.680
C -1.2315 -0.7853 5.0040 -0.213 -0.129 0.315 -0.077
C -0.3037 1.5197 4.7971 0.217 0.345 0.317 -0.085
C -0.4924 0.0674 2.8235 1.264 -0.405 0.157 -0.287
C -1.5222 0.4382 2.1189 2.434 0.969 -1.025 -0.744
H 1.4247 -0.4751 5.6044 0.161 -0.048 0.173 0.069
H 1.9576 0.1661 4.0331 -0.210 -0.096 0.066 0.072
H 1.3046 -1.4729 4.1437 -0.045 0.005 0.016 0.056
H -1.0534 -0.7771 6.0840 -0.070 -0.119 0.183 0.068
H -2.2467 -0.4174 4.8107 0.266 -0.035 0.015 0.052
H -1.1781 -1.8214 4.6488 0.041 0.111 0.024 0.076
H 0.4532 2.1608 4.3147 -0.181 -0.203 0.133 0.070
H -1.2911 1.9315 4.5779 0.110 -0.083 0.017 0.039
H -0.1393 1.5478 5.8813 0.042 0.161 0.077 0.071



2.
37
Properties=species:S:1:pos:R:3:forces:R:3:lowdin_charge:R:1 method="wB97M-V/def2-TZVPD" e_above_lowest_kj_mol=0.0 max_force_ha_per_bohr=0.0340 charge=+1 homo_energy_ha="-0.4125 / -0.4127" total_energy_ev=-118992.2853 gap_ev="7.1 / 7.1" multiplicity=7
Tb 0.1384 -0.3080 0.1548 0.834 -0.952 -1.206 1.627
Br 0.2320 1.2890 -2.0953 0.009 0.016 -0.454 0.798
C 0.1693 -0.2001 -3.3850 0.011 0.191 0.123 -0.508
C 0.2921 0.2276 -4.6659 0.004 -0.122 -0.189 -0.126
C 0.2412 -0.7406 -5.6924 0.006 0.081 -0.007 -0.055
C 0.0701 -2.0522 -5.3691 -0.005 -0.067 0.041 -0.013
C -0.0560 -2.4720 -4.0202 -0.001 -0.075 -0.026 -0.156
C -0.2404 -3.8442 -3.7131 0.004 0.016 -0.069 -0.020
C -0.3695 -4.2571 -2.4230 -0.004 0.001 0.060 -0.066
C -0.3166 -3.3074 -1.3768 -0.011 -0.204 0.093 -0.153
C -0.1368 -1.9618 -1.5835 -0.023 0.695 0.151 -0.295
C -0.0078 -1.5373 -2.9471 0.008 -0.014 -0.229 -0.254
H 0.4202 1.2751 -4.9022 -0.005 -0.040 -0.004 0.105
H 0.3340 -0.4240 -6.7225 -0.002 -0.017 0.023 0.116
H 0.0248 -2.8058 -6.1463 0.000 0.023 0.015 0.123
H -0.2811 -4.5547 -4.5306 0.003 0.021 0.028 0.121
H -0.5159 -5.3052 -2.1948 0.004 0.021 -0.008 0.111
H -0.4299 -3.6870 -0.3634 -0.011 -0.032 -0.003 0.085
O -1.5206 0.6722 3.6565 -0.172 0.128 0.040 0.163
C -0.7459 0.6367 2.7508 -0.123 0.062 -0.148 -0.544
O -1.0555 0.6743 1.4467 -0.723 0.274 1.361 -0.259
C 0.7417 0.4754 3.0320 0.173 0.022 -0.071 -0.178
C 1.1980 0.6245 4.3428 -0.029 0.044 0.079 0.037
C 2.5297 0.4515 4.5892 0.086 -0.001 0.107 0.051
C 3.4123 0.1189 3.5407 0.034 0.015 0.051 -0.135
C 4.7999 -0.0775 3.7408 0.007 0.011 0.062 -0.004
C 5.6069 -0.4035 2.6933 0.049 -0.025 -0.089 -0.041
C 5.0684 -0.5448 1.3925 0.062 -0.005 0.057 -0.038
C 3.7357 -0.3580 1.1703 -0.064 0.023 0.085 -0.020
C 2.8801 -0.0249 2.2437 -0.094 0.022 -0.054 -0.197
N 1.5403 0.1610 2.0132 0.040 -0.083 0.372 -0.014
H 0.4836 0.8694 5.1152 0.007 -0.003 -0.016 0.136
H 2.9201 0.5644 5.5941 0.010 -0.007 -0.033 0.137
H 5.2071 0.0359 4.7381 -0.026 -0.001 -0.020 0.127
H 6.6665 -0.5530 2.8502 -0.015 -0.001 -0.016 0.119
H 5.7236 -0.7989 0.5696 -0.018 0.008 0.015 0.120
H 3.3314 -0.4498 0.1702 -0.024 -0.023 -0.122 0.102



3.
140
Properties=species:S:1:pos:R:3:forces:R:3:lowdin_charge:R:1 method="wB97M-V/def2-TZVPD" e_above_lowest_kj_mol=57.1 smiles=COCCNCCOC.COCCNCCOC.COCCNCCOC.COCCNCCOC.COCCNCCOC.OCCO.OCCO max_force_ha_per_bohr=0.0320 charge=0 homo_energy_ha=-0.3164 total_energy_ev=-72775.5686 gap_ev=9.0
C -4.1533 26.4743 -4.6428 0.268 -0.003 0.188 -0.114
O -3.4459 25.2554 -4.7219 -0.206 0.106 0.368 -0.186
C -3.5958 24.6209 -5.9670 0.052 0.040 -0.330 -0.251
C -3.1463 23.1822 -5.8437 0.154 0.096 0.425 -0.210
N -1.6834 23.0670 -5.8928 -0.182 -0.596 -0.283 -0.049
C -1.2074 22.6008 -7.2092 -0.564 0.641 0.937 -0.214
C 0.2562 22.2478 -7.1384 -0.428 -0.846 -1.232 -0.241
O 0.4266 21.2406 -6.1725 0.006 0.160 0.508 -0.192
C 1.7769 20.9492 -5.9331 0.459 0.278 0.245 -0.117
H -4.2299 26.7803 -3.5989 0.073 -0.238 0.049 0.085
H -5.1670 26.3397 -5.0314 -0.002 0.243 -0.139 0.083
H -3.6132 27.2787 -5.1552 -0.222 -0.042 -0.280 0.088
H -2.9791 25.1239 -6.7271 -0.067 0.031 -0.023 0.125
H -4.6428 24.6818 -6.2962 -0.007 -0.074 0.055 0.116
H -3.6729 22.5552 -6.5789 0.223 0.065 -0.181 0.112
H -3.4687 22.8159 -4.8658 -0.099 0.123 -0.002 0.123
H -1.4380 22.3151 -5.2578 0.212 0.198 0.115 0.098
H -1.3595 23.4041 -7.9346 0.050 -0.091 -0.115 0.113
H -1.8342 21.7430 -7.4883 0.361 -0.157 -0.417 0.116
H 0.8986 23.1216 -7.0078 -0.029 0.025 0.377 0.130
H 0.4969 21.7777 -8.1096 0.255 0.380 -0.029 0.122
H 1.8365 20.0314 -5.3526 -0.049 -0.136 -0.203 0.087
H 2.2761 21.7270 -5.3353 -0.207 0.082 -0.089 0.091
H 2.3405 20.8737 -6.8714 -0.059 -0.281 0.022 0.086
C -4.6270 18.6205 -25.4173 0.209 -1.014 -0.215 -0.133
O -3.7566 19.7063 -25.5303 0.069 0.231 0.251 -0.186
C -3.2075 20.1350 -24.2944 0.569 -0.216 0.029 -0.236
C -3.3578 21.6394 -24.1873 0.423 -0.164 0.523 -0.205
N -2.9567 22.0861 -22.8649 -0.571 -0.532 0.094 -0.084
C -3.0533 23.4946 -22.6390 0.289 1.345 0.235 -0.229
C -2.5385 23.8163 -21.2473 0.499 -1.122 0.097 -0.258
O -2.9132 25.0907 -20.8270 -0.253 0.562 -0.444 -0.159
C -2.0940 25.5506 -19.8057 0.639 -0.134 1.511 -0.130
H -4.8156 18.2185 -26.4148 -0.212 0.401 -0.070 0.086
H -5.5678 18.8778 -24.9247 -0.021 0.012 0.042 0.089
H -4.1492 17.7703 -24.9056 -0.109 0.232 0.294 0.088
H -2.1487 19.8302 -24.2657 0.018 0.277 -0.163 0.125
H -3.6104 19.6369 -23.4038 -0.602 0.085 -0.279 0.121
H -4.4126 21.8876 -24.3035 0.022 0.122 -0.299 0.128
H -2.7385 22.1063 -24.9639 -0.339 0.103 -0.241 0.124
H -2.0626 21.7046 -22.5867 0.131 0.174 -0.114 0.116
H -4.0683 23.9069 -22.6880 -0.189 -0.628 -0.080 0.128
H -2.4955 24.1133 -23.3668 0.091 -0.187 -0.005 0.124
H -1.4411 23.6892 -21.2324 -0.049 0.272 -0.055 0.125
H -2.9071 23.0396 -20.5559 -0.176 0.189 0.032 0.122
H -2.4389 26.4724 -19.3364 -0.388 0.130 -0.593 0.089
H -1.0509 25.7086 -20.1097 -0.091 -0.065 -0.246 0.092
H -2.0721 24.8411 -18.9575 0.047 -0.102 -0.257 0.075
C -3.5699 18.5968 -14.6855 -0.156 -0.136 -0.630 -0.124
O -3.4207 18.5242 -13.2978 0.405 0.102 0.438 -0.217
C -4.5842 18.8444 -12.5364 0.484 -0.261 -0.608 -0.205
C -5.6196 17.7582 -12.6126 -1.350 0.298 -0.001 -0.224
N -5.3628 16.5809 -11.8111 -0.011 0.384 0.399 -0.051
C -4.0903 15.9077 -11.9164 0.387 -0.461 0.056 -0.203
C -3.8982 15.1887 -13.2367 -0.404 -0.169 0.080 -0.208
O -4.9318 14.2182 -13.3606 0.042 0.074 0.165 -0.194
C -4.9265 13.5973 -14.6196 -0.185 0.081 -0.107 -0.114
H -4.0773 19.5210 -14.9913 0.089 -0.006 -0.018 0.088
H -4.1187 17.7484 -15.1214 -0.122 0.086 0.221 0.072
H -2.5777 18.5474 -15.1380 0.061 0.216 0.125 0.091
H -4.9910 19.7886 -12.9189 -0.142 -0.045 0.082 0.111
H -4.2370 18.9915 -11.5132 -0.071 -0.029 0.029 0.132
H -5.9108 17.5554 -13.6589 0.544 -0.080 -0.079 0.117
H -6.5538 18.1962 -12.2273 0.168 -0.017 0.147 0.122
H -6.1136 15.9217 -11.9601 0.075 -0.141 0.088 0.108
H -4.0280 15.1989 -11.0860 -0.088 -0.163 -0.127 0.120
H -3.2420 16.5773 -11.7628 -0.238 0.249 -0.099 0.111
H -2.9269 14.6838 -13.3004 0.092 0.235 -0.089 0.132
H -4.0272 15.9231 -14.0421 0.368 -0.151 -0.106 0.097
H -4.8518 14.3555 -15.4104 0.025 -0.115 -0.064 0.074
H -5.8721 13.0678 -14.7283 0.027 -0.041 -0.004 0.087
H -4.1038 12.8827 -14.7325 0.067 0.075 0.023 0.091
C -3.2230 23.5119 -10.9855 -0.958 -0.202 0.838 -0.127
O -3.0981 23.5736 -12.3666 0.237 -0.331 -0.703 -0.194
C -2.9402 22.2715 -12.9283 -0.146 0.002 0.613 -0.211
C -2.8757 22.3355 -14.4217 1.007 -0.117 -0.170 -0.192
N -1.5870 22.9463 -14.8247 -1.107 0.537 -0.098 -0.035
C -1.4605 23.1566 -16.2801 0.364 0.078 0.821 -0.207
C -1.5204 21.8642 -17.0510 -0.362 -0.061 0.167 -0.205
O -2.8946 21.4939 -17.1749 0.314 0.174 -0.257 -0.207
C -3.1667 20.6036 -18.2173 -0.913 -0.343 -0.873 -0.117
H -4.0854 22.8938 -10.6726 0.025 -0.042 -0.294 0.090
H -3.4693 24.5107 -10.6277 0.491 0.069 0.092 0.094
H -2.3704 23.0522 -10.4709 0.288 0.375 -0.156 0.082
H -3.7835 21.6567 -12.5876 0.001 -0.051 -0.142 0.108
H -2.0212 21.8207 -12.5371 -0.015 0.004 0.019 0.108
H -3.7691 22.8413 -14.8102 0.083 -0.046 -0.182 0.135
H -2.7973 21.3244 -14.8173 -0.605 -0.078 0.138 0.091
H -1.6088 23.8787 -14.4206 0.398 -0.075 0.115 0.073
H -0.4702 23.6139 -16.3546 -0.058 -0.011 -0.537 0.123
H -2.2173 23.8407 -16.6881 0.004 0.005 0.011 0.110
H -0.9720 21.0973 -16.4902 0.132 -0.075 -0.213 0.129
H -1.1055 21.9956 -18.0538 0.172 -0.042 0.024 0.115
H -2.4360 20.5737 -19.0334 0.413 0.061 0.388 0.086
H -4.0863 20.9068 -18.7356 -0.037 0.141 0.328 0.090
H -3.3551 19.5828 -17.8709 0.290 0.001 0.164 0.062
C -2.6952 26.4313 -14.1232 -0.329 -0.301 0.566 -0.110
O -2.1476 27.3357 -13.1955 0.326 0.310 -0.091 -0.182
C -2.5586 28.6641 -13.4444 -0.493 -0.182 -0.540 -0.255
C -1.9070 29.5928 -12.4484 -0.334 0.089 0.426 -0.208
N -2.7787 30.7139 -12.1136 -0.152 0.289 -0.382 -0.064
C -3.0830 31.5850 -13.2611 0.301 -0.560 0.917 -0.218
C -3.6898 32.8790 -12.7599 -0.514 0.164 -0.961 -0.234
O -2.8481 33.5875 -11.8870 -0.073 -0.095 0.289 -0.184
C -1.7243 34.1610 -12.4908 0.774 0.091 -0.090 -0.123
H -2.5835 25.4415 -13.6818 0.175 0.020 -0.166 0.056
H -2.2110 26.4968 -15.1025 -0.088 0.045 -0.060 0.091
H -3.7818 26.5783 -14.1991 0.083 0.141 -0.300 0.097
H -3.6578 28.6948 -13.3732 0.081 0.215 0.249 0.124
H -2.3302 28.9716 -14.4785 0.151 -0.181 0.044 0.123
H -0.9318 29.9311 -12.8285 0.065 -0.154 0.073 0.119
H -1.7843 29.0108 -11.5325 0.307 0.051 -0.054 0.124
H -2.3273 31.2949 -11.4165 -0.024 -0.074 0.091 0.103
H -3.7970 31.0665 -13.9032 0.031 0.146 -0.165 0.117
H -2.1573 31.7846 -13.8244 -0.194 0.089 -0.250 0.111
H -4.6374 32.7273 -12.2440 0.188 -0.320 0.291 0.127
H -3.9755 33.4731 -13.6475 0.346 0.197 0.157 0.123
H -1.1798 34.7118 -11.7230 -0.297 0.240 -0.022 0.090
H -2.0045 34.8185 -13.3208 0.002 0.082 0.065 0.092
H -0.9766 33.4440 -12.8648 -0.384 -0.200 -0.075 0.083
O -0.3246 17.4422 -19.1747 0.148 -0.209 0.279 -0.061
C -0.8364 16.3594 -18.4053 -0.262 -0.548 0.073 -0.243
C -2.3122 16.6006 -18.1659 -0.397 0.841 -0.792 -0.270
O -2.8658 15.6288 -17.3119 0.161 -0.204 0.319 -0.062
H 0.2826 17.9333 -18.6167 0.015 0.104 -0.036 0.084
H -0.6997 15.4209 -18.9501 -0.012 0.107 -0.164 0.120
H -0.3351 16.2022 -17.4458 0.100 0.365 -0.006 0.126
H -2.8347 16.6376 -19.1328 0.142 -0.318 -0.021 0.127
H -2.4343 17.6324 -17.8068 0.096 -0.206 0.496 0.089
H -3.7951 15.5040 -17.5144 0.000 0.059 -0.063 0.079
O 1.5700 20.3624 -12.6764 0.398 -0.012 -0.304 -0.076
C 0.2022 19.9234 -12.6207 0.305 0.905 0.873 -0.230
C 0.1360 18.5557 -13.2220 1.132 -0.426 -0.246 -0.233
O 0.6673 18.5817 -14.5537 -0.519 -0.187 0.165 -0.077
H 1.9943 20.3936 -11.8170 -0.246 -0.145 0.110 0.083
H -0.1207 19.8942 -11.5736 -0.189 -0.052 -0.097 0.123
H -0.3292 20.7301 -13.1251 -0.406 -0.443 -0.306 0.098
H -0.8272 18.0552 -13.1909 -0.238 0.325 -0.260 0.104
H 0.8387 17.9555 -12.6236 -0.296 -0.146 0.121 0.120
H 1.5748 18.8787 -14.4273 0.036 0.159 -0.184 0.072